The following is a quantum chemistry calculation of a gas-phase ion, C9H8N3S (charge +1) in a non-equilibrium geometry, from the Open Molecules 2025 dataset.

Structure (XYZ):
```
21
Properties=species:S:1:pos:R:3:forces:R:3
C 1.584 1.391 1.226 1.4 0.1 2.4
C 1.795 0.617 2.379 -2.1 -0.7 -3.6
C 0.528 0.923 0.494 0.1 -1.9 -0.3
C 0.139 -0.451 0.865 0.3 -0.2 -1.3
C 0.459 -2.963 0.124 -0.4 -1.2 -1.4
C 0.622 -1.778 -1.751 0.7 1.2 -0.4
C 0.174 -1.576 -0.346 -0.1 0.0 0.7
C -1.090 -0.835 0.040 0.1 -1.1 1.5
C -1.365 0.485 -0.700 1.4 -0.8 2.6
N 0.829 -3.733 -0.856 0.5 0.3 2.6
N 1.026 -2.973 -1.977 -1.0 1.3 -1.5
N -0.213 1.365 -0.490 0.3 -0.2 -0.4
S 0.887 -0.843 2.395 0.2 0.0 1.1
H 2.187 2.270 1.131 -0.2 0.5 -0.4
H 2.469 0.873 3.113 1.3 0.3 1.7
H 0.360 -3.443 1.066 -0.4 0.1 0.9
H -1.862 -1.526 0.498 0.6 1.5 -0.7
H 0.522 -1.041 -2.537 0.3 0.0 0.0
H -1.630 0.378 -1.645 -0.4 -0.8 -4.7
H -2.205 0.970 -0.346 -1.8 0.9 1.5
H 0.264 1.896 -1.202 -0.6 0.5 -0.3
```
Forces are in eV/Å.

Calculated values
highest occupied orbital energy	-13.44	eV
energy relative to the best compared isomer or geometry (same formula, charge and spin)	105.3	kcal/mol
spin multiplicity	1
HOMO-LUMO gap	7.865	eV
charge	+1